(1)
C5H7NS2 | ωB97M-V/def2-TZVPD

Results
HOMO level = -8.694 eV
E_LUMO = 0.0 eV
Total charge = 0

Each line ends with the Löwdin charge.
CARTESIAN COORDINATES (ANGSTROEM)
C: 0.10 -0.88 -0.01  -0.925
C: -0.84 -0.03 0.78  -0.516
C: -0.04 1.05 1.53  -0.235
C: 1.28 1.23 -0.55  -0.223
C: 0.35 0.13 -1.09  -0.503
H: -1.56 -0.54 1.43  0.118
H: -0.73 1.69 2.13  0.127
H: 0.61 0.50 2.26  0.126
H: 1.28 2.54 1.02  0.111
H: 2.22 0.74 -0.31  0.117
H: 1.46 1.98 -1.34  0.122
H: 0.66 -0.22 -2.05  0.103
N: 0.65 1.89 0.58  -0.093
S: 0.58 -2.41 0.15  0.724
S: -1.43 0.60 -0.86  0.946

---

(2)
C14H23BF9N2O5P2S | ωB97M-V/def2-TZVPD

Results
HOMO level = -12.723 eV
E_LUMO = -4.0 eV
Total charge = +1

Each line ends with the Löwdin charge.
CARTESIAN COORDINATES (ANGSTROEM)
C: 4.89 0.83 -1.38  -0.026
B: 3.75 -0.13 -2.08  -0.307
O: 4.00 -0.65 -3.46  0.037
C: 2.33 -0.58 -1.31  -0.140
N: 2.63 -1.44 -0.10  -0.286
P: 2.09 -3.11 -0.44  0.424
S: 0.25 -3.50 0.06  0.291
C: 2.14 -0.87 1.22  -0.338
P: 3.33 -1.59 2.57  0.788
N: 2.86 -3.09 3.00  -0.308
C: 2.38 0.75 1.16  -0.258
C: 1.92 1.36 2.64  -0.031
C: 1.29 2.89 2.42  -0.139
O: -0.04 3.12 2.50  0.022
F: 2.18 4.06 2.10  -0.025
O: 1.58 1.48 0.16  -0.062
C: 1.30 0.67 -1.04  -0.343
O: 1.48 1.60 -2.20  -0.001
C: -0.29 0.19 -0.91  -0.039
C: -1.31 1.06 -1.86  -0.166
O: -2.74 0.89 -1.55  -0.176
C: -3.17 1.83 -0.50  -0.078
C: -4.82 1.88 -0.29  -0.146
F: -5.51 2.22 -1.56  0.030
F: -5.05 3.06 0.63  -0.006
C: -5.43 0.57 0.50  -0.086
F: -6.61 1.00 1.33  0.026
F: -4.38 0.18 1.51  0.012
C: -5.72 -0.74 -0.44  -0.141
F: -6.62 -0.50 -1.60  0.042
F: -4.52 -1.44 -0.94  0.034
C: -6.52 -1.84 0.53  -0.060
F: -6.96 -2.96 -0.39  -0.045
F: -5.64 -2.47 1.54  -0.012
H: 5.68 1.18 -2.18  0.103
H: 4.36 1.71 -0.83  0.091
H: 5.50 0.22 -0.55  0.091
H: 5.01 -0.74 -3.54  0.134
H: 1.78 -1.29 -2.09  0.148
H: 3.69 -1.48 -0.02  0.128
H: 2.36 -3.39 -1.84  0.045
H: 2.99 -3.98 0.34  0.027
H: 1.02 -1.10 1.47  0.137
H: 3.41 -0.72 3.74  0.033
H: 4.64 -1.70 1.95  0.025
H: 1.99 -3.28 2.45  -0.065
H: 3.55 1.00 1.07  0.162
H: 1.04 0.67 3.06  0.154
H: 2.82 1.39 3.39  0.125
H: 1.21 1.15 -3.06  0.139
H: -0.59 0.37 0.22  0.141
H: -0.35 -0.95 -1.17  0.087
H: -1.03 2.19 -1.78  0.141
H: -1.13 0.75 -3.00  0.155
H: -2.89 2.92 -0.91  0.162
H: -2.59 1.72 0.52  0.153
H: -7.53 -1.40 0.97  0.195

---

(3)
H4O2 | ωB97M-V/def2-TZVPD

Results
HOMO level = -11.135 eV
E_LUMO = 0.5 eV
Total charge = 0

Each line ends with the Löwdin charge.
CARTESIAN COORDINATES (ANGSTROEM)
H: 1.14 0.60 0.32  0.060
H: 1.96 -0.58 0.23  0.046
H: -0.87 -0.34 0.25  -0.019
H: -1.80 0.74 -0.32  0.072
O: 1.27 -0.16 -0.30  -0.069
O: -1.72 -0.26 -0.18  -0.090

---

(4)
C60H49F9IrN2PSb2 | ωB97M-V/def2-TZVPD

Results
HOMO level (alpha / beta) = -12.088 / -13.023 eV
E_LUMO (alpha / beta) = -5.5 / -7.9 eV
2S+1 = 5
Total charge = +2

Each line ends with the Löwdin charge.
CARTESIAN COORDINATES (ANGSTROEM)
Ir: -0.21 -0.49 0.92  0.638
C: 0.96 -0.49 4.07  -0.134
N: 0.17 -1.13 3.01  -0.048
C: -0.44 -2.23 3.33  -0.068
C: -1.30 -2.85 2.38  -0.251
C: -2.16 -3.98 2.48  0.013
C: -2.82 -4.04 1.29  0.011
C: -2.33 -2.93 0.49  -0.070
N: -1.42 -2.25 1.15  -0.088
C: 2.37 -0.16 3.64  -0.232
C: 3.43 -0.96 4.03  -0.029
C: 4.74 -0.65 3.66  -0.060
C: 4.99 0.50 2.92  -0.080
C: 3.94 1.33 2.55  -0.103
C: 2.63 0.99 2.90  -0.088
H: 0.99 -1.15 4.94  0.126
H: 0.45 0.43 4.35  0.113
H: -0.35 -2.66 4.33  0.146
H: -2.26 -4.64 3.33  0.126
H: -3.57 -4.75 0.98  0.122
H: -2.65 -2.63 -0.50  0.099
H: 3.25 -1.85 4.63  0.122
H: 5.55 -1.28 3.98  0.116
H: 6.01 0.76 2.66  0.117
H: 4.14 2.25 2.02  0.114
H: 1.81 1.65 2.63  0.077
C: 2.20 1.03 -0.60  -0.401
C: 1.88 1.39 -2.05  -0.335
C: 0.43 1.15 -2.46  -0.369
Sb: -0.23 -0.88 -2.20  1.486
C: -2.16 -0.72 -3.07  -0.415
C: -2.97 -1.85 -3.10  -0.161
C: -4.22 -1.81 -3.72  -0.072
C: -4.66 -0.63 -4.30  -0.070
C: -3.86 0.50 -4.27  -0.068
C: -2.61 0.45 -3.66  -0.127
C: 0.83 -1.52 -3.96  -0.353
C: 0.13 -1.82 -5.12  -0.105
C: 0.82 -2.13 -6.29  -0.060
C: 2.21 -2.13 -6.30  -0.064
C: 2.91 -1.83 -5.14  -0.068
C: 2.22 -1.53 -3.98  -0.170
Sb: 3.05 -0.88 -0.01  1.689
C: 4.99 -0.75 -0.77  -0.387
C: 5.45 0.42 -1.37  -0.114
C: 6.75 0.48 -1.86  -0.055
C: 7.58 -0.63 -1.75  -0.045
C: 7.13 -1.79 -1.14  -0.054
C: 5.84 -1.86 -0.64  -0.126
C: 2.43 -2.82 -0.61  -0.417
C: 2.96 -3.44 -1.73  -0.137
C: 2.53 -4.72 -2.05  -0.039
C: 1.61 -5.38 -1.25  -0.044
C: 1.12 -4.76 -0.10  -0.063
C: 1.53 -3.48 0.22  -0.177
H: 1.31 1.14 0.03  -0.041
H: 2.96 1.68 -0.17  0.048
H: 2.56 0.89 -2.75  0.086
H: 2.10 2.46 -2.16  0.121
H: 0.31 1.40 -3.51  0.073
H: -0.24 1.79 -1.88  0.029
H: -2.63 -2.79 -2.69  0.090
H: -4.84 -2.70 -3.75  0.115
H: -5.63 -0.59 -4.78  0.118
H: -4.19 1.42 -4.73  0.115
H: -1.99 1.34 -3.67  0.093
H: -0.95 -1.82 -5.13  0.092
H: 0.27 -2.36 -7.19  0.114
H: 2.74 -2.36 -7.21  0.114
H: 3.99 -1.83 -5.14  0.112
H: 2.79 -1.32 -3.08  0.050
H: 4.81 1.29 -1.47  0.093
H: 7.11 1.38 -2.34  0.117
H: 8.59 -0.58 -2.13  0.119
H: 7.79 -2.64 -1.04  0.118
H: 5.50 -2.77 -0.16  0.105
H: 3.69 -2.95 -2.36  0.092
H: 2.92 -5.21 -2.94  0.122
H: 1.28 -6.38 -1.51  0.118
H: 0.43 -5.29 0.54  0.110
H: 1.18 -3.01 1.13  0.052
F: -1.09 7.03 -2.38  0.156
C: -1.40 7.03 -1.07  -0.591
F: -0.43 7.73 -0.44  0.158
F: -2.55 7.70 -0.92  0.159
C: -1.48 5.63 -0.54  -0.093
C: -2.67 5.12 -0.04  0.027
C: -2.71 3.82 0.44  -0.053
C: -1.57 3.02 0.41  -0.343
C: -0.38 3.55 -0.08  -0.093
C: -0.33 4.85 -0.55  0.015
P: -1.60 1.38 1.21  0.948
C: -1.58 1.93 2.96  -0.330
C: -2.60 1.72 3.89  -0.048
C: -2.44 2.13 5.21  0.017
C: -1.27 2.77 5.60  -0.102
C: -0.27 3.03 4.67  0.007
C: -0.43 2.61 3.36  -0.113
C: -1.11 3.18 7.04  -0.590
F: 0.13 3.61 7.30  0.150
F: -1.96 4.16 7.36  0.167
F: -1.36 2.14 7.86  0.150
C: -3.24 0.68 0.83  -0.345
C: -3.85 0.95 -0.40  -0.066
C: -5.01 0.28 -0.76  0.016
C: -5.57 -0.66 0.10  -0.097
C: -4.96 -0.94 1.31  0.004
C: -3.80 -0.29 1.66  -0.108
C: -6.85 -1.35 -0.29  -0.585
F: -7.92 -0.60 -0.01  0.169
F: -6.99 -2.52 0.37  0.143
F: -6.88 -1.63 -1.60  0.145
H: -3.55 5.74 -0.02  0.132
H: -3.64 3.44 0.85  0.120
H: 0.52 2.95 -0.08  0.075
H: 0.60 5.26 -0.92  0.134
H: -3.53 1.27 3.60  0.097
H: -3.23 1.97 5.93  0.137
H: 0.63 3.55 4.97  0.133
H: 0.34 2.83 2.64  0.090
H: -3.43 1.66 -1.09  0.105
H: -5.48 0.48 -1.72  0.126
H: -5.40 -1.68 1.98  0.131
H: -3.30 -0.55 2.59  0.100

---

Result set for relative energy (zero: lowest compared OMol25 entry of this formula, charge and spin): 1.098 5.815 0.328 0.000 eV, one per record in the order listed.
Result set for energy: -28457.7689 -82637.0649 -4159.6111 -115639.7885 eV, one per record in the order listed.